[1]
C2H4NO2 | ωB97M-V with the def2-TZVPD basis set

Computed properties:
**Energy relative to the best compared isomer or geometry (same formula, charge and spin)**: 5.697 eV
**Kohn-Sham gap (spin up / spin down)**: 8.4104 / 8.4113 eV
**Spin multiplicity**: 1
**F_max**: 0.0654 Eh/bohr
**LUMO energy (spin up / spin down)**: -8.1 / -8.1 eV
**Charge**: +1

Last column: Mulliken charge in e.
Geometry (Å):
C: 0.52637 0.69613 -0.42731  0.329
C: -0.66157 0.07147 0.26042  -0.447
N: 1.68587 0.51134 0.42439  0.043
O: -0.61877 -1.16666 -0.31434  -0.430
O: 1.60336 -0.36635 -0.39062  0.102
H: 0.60670 1.30670 -1.31173  0.414
H: -1.74295 0.66556 0.25820  0.353
H: -0.37871 0.14200 1.36516  0.311
H: -1.02031 -1.86019 0.13584  0.327

---

[2]
C4H8O3 | ωB97M-V with the def2-TZVPD basis set

Computed properties:
**Energy relative to the best compared isomer or geometry (same formula, charge and spin)**: 6.446 eV
**Kohn-Sham gap (spin up / spin down)**: 8.4057 / 6.5042 eV
**Spin multiplicity**: 1
**F_max**: 0.0234 Eh/bohr
**LUMO energy (spin up / spin down)**: -0.8 / -1.9 eV
**Charge**: 0

Last column: Mulliken charge in e.
Geometry (Å):
C: -1.23596 -1.64786 -0.74751  -0.650
O: 0.09580 -1.19153 0.79863  -0.531
C: -0.01831 0.09135 1.25222  0.655
O: -0.86492 0.49771 2.00683  -0.585
C: 0.97696 0.91410 0.46849  0.110
C: 0.55224 0.50926 -0.97065  -1.012
O: 0.97030 2.26890 0.80203  -0.541
H: -1.90190 -1.82635 0.08590  0.296
H: -0.61956 -2.48673 -1.05243  0.334
H: -1.57961 -0.98635 -1.53024  0.323
H: 1.98381 0.51309 0.65181  0.312
H: 0.52499 -0.89215 -0.20149  0.379
H: 1.29750 0.77071 -1.72831  0.298
H: -0.37854 1.04680 -1.20206  0.263
H: 0.19720 2.41903 1.36676  0.349

---

[3]
C8H12N4 | ωB97M-V with the def2-TZVPD basis set

Computed properties:
**Energy relative to the best compared isomer or geometry (same formula, charge and spin)**: 1.441 eV
**Kohn-Sham gap**: 9.0462 eV
**Spin multiplicity**: 1
**F_max**: 0.0988 Eh/bohr
**LUMO energy**: 0.6 eV
**Charge**: 0
**SMILES string**: Cc1cnc[nH]1.Cc1cnc[nH]1

Last column: Mulliken charge in e.
Geometry (Å):
C: 0.33043 -2.29019 2.74491  -1.112
C: -0.72512 -3.31524 2.73934  0.821
C: -1.89791 -3.43710 3.40575  -0.627
N: -2.31360 -4.70989 3.15477  -0.640
C: -1.50831 -5.23523 2.25719  -0.217
N: -0.52050 -4.42145 1.97943  -0.102
H: 1.18738 -2.62211 2.13493  0.330
H: 0.66169 -2.19059 3.79227  0.263
H: 0.00374 -1.30057 2.38362  0.241
H: -2.35809 -2.74989 4.11574  0.473
H: -1.55455 -6.25209 1.86738  0.401
H: 0.20978 -4.59501 1.28438  0.201
C: -3.29201 -1.20972 1.53110  -0.724
C: -4.73598 -0.84535 1.68806  0.294
C: -5.64070 -1.41355 2.50465  -0.337
N: -6.88328 -0.80703 2.30719  -0.616
C: -6.63796 0.01682 1.32736  -0.200
N: -5.36855 0.22989 1.08066  -0.074
H: -2.79024 -0.54974 0.80359  0.304
H: -3.13733 -2.25692 1.22117  0.209
H: -2.82532 -1.06280 2.51965  0.157
H: -5.41627 -2.29325 3.10786  0.405
H: -7.43765 0.71078 1.06846  0.340
H: -5.02344 0.94013 0.43028  0.209

---

[4]
C4H10NO | ωB97M-V with the def2-TZVPD basis set

Computed properties:
**Energy relative to the best compared isomer or geometry (same formula, charge and spin)**: 0.166 eV
**Kohn-Sham gap**: 6.7469 eV
**Spin multiplicity**: 1
**F_max**: 0.0100 Eh/bohr
**LUMO energy**: 4.4 eV
**Charge**: -1
**SMILES string**: CC(C)NC[O-]

Last column: Mulliken charge in e.
Geometry (Å):
C: -0.78836 1.30666 0.22334  -1.486
C: -0.10281 0.07135 0.80139  0.523
C: -1.01155 -1.13891 0.63471  -1.317
N: 1.23781 -0.10823 0.24647  -0.467
C: 1.38483 0.00900 -1.26532  -0.690
O: 0.53070 -0.67715 -2.01843  -0.863
H: -0.80892 1.25072 -0.85958  0.374
H: -1.84477 1.35232 0.51763  0.402
H: -0.33933 2.25747 0.52772  0.305
H: 0.03795 0.27783 1.86936  0.224
H: -1.21631 -1.23902 -0.42881  0.293
H: -0.48378 -2.05544 0.89381  0.360
H: -1.93568 -1.07596 1.22678  0.386
H: 1.52759 -1.05963 0.47015  0.284
H: 1.36770 1.11569 -1.45195  0.253
H: 2.44493 -0.28671 -1.38726  0.420

---

[5]
C4H13NO2 | ωB97M-V with the def2-TZVPD basis set

Computed properties:
**Energy relative to the best compared isomer or geometry (same formula, charge and spin)**: 1.032 eV
**Kohn-Sham gap**: 9.3610 eV
**Spin multiplicity**: 1
**F_max**: 0.0343 Eh/bohr
**LUMO energy**: 0.8 eV
**Charge**: 0
**SMILES string**: C=C(N)CC.O.O

Last column: Mulliken charge in e.
Geometry (Å):
C: -0.78670 0.20940 1.73736  -0.979
C: 0.38571 0.53217 1.18617  0.273
N: 1.62553 0.18221 1.74073  -0.530
C: 0.57408 1.18898 -0.18629  -0.394
C: -0.66457 1.43267 -1.02625  -1.061
H: -1.73969 0.67397 1.49458  0.263
H: -1.02887 -0.61467 2.36112  0.340
H: 2.28412 0.94591 1.78033  0.256
H: 1.45132 -0.18673 2.66862  0.234
H: 1.32626 0.57071 -0.67265  0.427
H: 1.01925 2.15196 0.09545  0.383
H: -0.92554 0.56382 -1.62759  0.174
H: -1.50690 1.65839 -0.38182  0.282
H: -0.50616 2.25770 -1.70481  0.338
O: -0.69044 -2.45779 -0.18047  -0.769
H: -0.20781 -1.74892 0.26418  0.386
H: -1.59765 -2.13876 -0.20874  0.351
O: 0.23429 -1.41322 -2.62023  -0.640
H: -0.21871 -1.82329 -1.86404  0.375
H: 0.97249 -1.98448 -2.85566  0.290

---

[6]
C5H8N2 | ωB97M-V with the def2-TZVPD basis set

Computed properties:
**Energy relative to the best compared isomer or geometry (same formula, charge and spin)**: 0.726 eV
**Kohn-Sham gap**: 9.7470 eV
**Spin multiplicity**: 1
**F_max**: 0.0079 Eh/bohr
**LUMO energy**: 1.0 eV
**Charge**: 0
**SMILES string**: Cc1cn(C)cn1

Last column: Mulliken charge in e.
Geometry (Å):
C: 2.41782 0.33366 -0.17385  -1.052
C: 1.05176 -0.25072 -0.07699  0.744
C: 0.00391 -0.12727 -0.92263  -0.590
N: -1.12906 -0.63388 -0.26794  -0.068
C: -2.13931 0.40024 -0.01061  -0.936
C: -0.62536 -1.09330 0.93729  -0.061
N: 0.64330 -0.89716 1.09597  -0.591
H: 2.47773 1.18999 0.51073  0.239
H: 3.18144 -0.38635 0.12691  0.294
H: 2.62667 0.69736 -1.18306  0.300
H: -0.07356 0.27902 -1.92280  0.366
H: -2.54904 0.79273 -0.94114  0.301
H: -2.94665 -0.00281 0.60329  0.319
H: -1.63697 1.20471 0.54415  0.336
H: -1.30266 -1.50621 1.68069  0.399

---

- The highest charge belongs to which entry?
  C2H4NO2

---

- Which formula does entry 6 have?
  C5H8N2

---

Please write out number 1 again, unchanged.
C2H4NO2 | ωB97M-V with the def2-TZVPD basis set

Computed properties:
**Energy relative to the best compared isomer or geometry (same formula, charge and spin)**: 5.697 eV
**Kohn-Sham gap (spin up / spin down)**: 8.4104 / 8.4113 eV
**Spin multiplicity**: 1
**F_max**: 0.0654 Eh/bohr
**LUMO energy (spin up / spin down)**: -8.1 / -8.1 eV
**Charge**: +1

Last column: Mulliken charge in e.
Geometry (Å):
C: 0.52637 0.69613 -0.42731  0.329
C: -0.66157 0.07147 0.26042  -0.447
N: 1.68587 0.51134 0.42439  0.043
O: -0.61877 -1.16666 -0.31434  -0.430
O: 1.60336 -0.36635 -0.39062  0.102
H: 0.60670 1.30670 -1.31173  0.414
H: -1.74295 0.66556 0.25820  0.353
H: -0.37871 0.14200 1.36516  0.311
H: -1.02031 -1.86019 0.13584  0.327